Record 1
Density functional theory data (the ωB97M-V functional and the def2-TZVPD basis) for C5H10NO in the gas phase.

Values from the calculation:
Energy relative to the best compared isomer or geometry (same formula, charge and spin)   203.70 kJ/mol
2S+1   2
Electronic energy   -326.341588 Eh
Kohn-Sham gap (alpha / beta)   9.567 / 7.276 eV
<S²>   0.75
E_LUMO (alpha / beta)   0.8526 / -1.4370 eV

Last column: natural (NBO) charge in e.
Geometry (Å):
C  -2.33  0.61  0.37  -0.1055
O  -3.23  0.76  1.35  -0.2841
C  -0.96  0.23  1.02  -0.3834
C  0.02  0.14  -0.17  -0.4294
C  1.35  -0.19  0.52  -0.2382
C  2.18  -0.89  -1.66  -0.0554
N  2.36  -0.84  -0.39  -0.4164
H  -2.20  1.56  -0.26  0.1563
H  -2.64  -0.22  -0.35  0.1685
H  -0.70  0.99  1.76  0.2240
H  -1.03  -0.77  1.44  0.2161
H  -0.30  -0.51  -0.99  0.2188
H  0.24  1.11  -0.59  0.2090
H  1.86  0.72  0.91  0.2033
H  1.35  -0.87  1.38  0.2107
H  2.24  -1.82  -2.19  0.1786
H  1.78  -0.01  -2.15  0.1270

---

Record 2
Density functional theory data (the ωB97M-V functional and the def2-TZVPD basis) for C49H50BCl2N6O4P2Pb as an isolated structure.

Values from the calculation:
Energy relative to the best compared isomer or geometry (same formula, charge and spin)   496.10 kJ/mol
Electronic energy   -4347.645622 Eh
Kohn-Sham gap (alpha / beta)   5.527 / 6.333 eV
Charge   -1
E_LUMO (alpha / beta)   1.4890 / 1.8799 eV

Last column: Mulliken charge in e.
Geometry (Å):
Pb  -0.85  -0.92  0.92  2.8214
C  -1.48  2.68  -0.72  -0.2161
C  -2.01  2.46  0.65  -0.4022
C  -2.76  3.38  1.38  -1.6686
C  -2.95  2.79  2.62  0.9351
C  -3.68  3.35  3.79  -1.4179
N  -2.33  1.59  2.59  0.1822
N  -1.77  1.38  1.39  1.5254
B  -2.15  0.65  3.79  -1.8387
N  -0.64  0.37  3.98  -0.0248
N  0.11  -0.32  3.10  1.1870
C  1.34  -0.40  3.61  0.3685
C  2.48  -1.06  2.93  -0.8559
C  1.38  0.28  4.83  -2.0498
C  0.10  0.75  5.03  1.2486
C  -0.41  1.57  6.17  -1.3918
N  -2.92  -0.65  3.58  0.3887
N  -2.62  -1.55  2.62  0.8743
C  -3.47  -2.56  2.73  0.4040
C  -3.47  -3.74  1.84  -1.2541
C  -4.36  -2.31  3.78  -1.6489
C  -3.98  -1.09  4.30  1.1720
C  -4.60  -0.34  5.43  -1.2957
H  -0.61  3.34  -0.65  0.1368
H  -1.18  1.74  -1.16  -0.7438
H  -2.23  3.15  -1.35  0.7556
H  -3.11  4.33  1.04  0.5522
H  -4.08  4.33  3.52  0.3973
H  -4.50  2.70  4.08  0.1607
H  -3.01  3.47  4.64  0.1880
H  -2.55  1.19  4.75  -0.1261
H  2.91  -0.39  2.18  -0.0014
H  3.25  -1.31  3.65  0.4921
H  2.15  -1.96  2.42  -0.0213
H  2.23  0.39  5.47  0.5431
H  0.40  1.76  6.87  0.3931
H  -0.79  2.52  5.81  0.2077
H  -1.21  1.05  6.69  0.2008
H  -3.27  -3.43  0.82  0.0349
H  -2.71  -4.46  2.14  0.2201
H  -4.44  -4.23  1.88  0.3766
H  -5.17  -2.93  4.11  0.4972
H  -5.45  -0.90  5.81  0.3525
H  -3.89  -0.19  6.24  0.2185
H  -4.94  0.65  5.10  0.1648
Cl  -0.11  -3.56  2.14  -0.0471
C  0.55  -4.72  0.95  -0.2483
Cl  -0.29  -4.56  -0.59  -0.0401
H  0.39  -5.72  1.35  0.5266
H  1.61  -4.46  0.80  0.1436
O  3.00  -3.34  0.35  -1.0205
C  2.69  -2.22  -0.07  0.0049
O  1.52  -1.78  -0.28  -0.8458
C  3.77  -1.21  -0.33  -0.0658
C  5.10  -1.60  -0.38  -0.7021
C  6.09  -0.64  -0.54  -0.7809
C  5.73  0.70  -0.59  -0.8010
C  4.40  1.08  -0.52  -0.7168
C  3.39  0.13  -0.42  0.1411
P  1.58  0.51  -0.50  2.7015
C  1.78  2.34  -0.09  0.3371
C  2.23  3.42  -0.86  0.1155
C  2.37  4.68  -0.31  -0.7611
C  2.10  4.89  1.04  -0.8030
C  1.68  3.82  1.82  -0.5108
C  1.51  2.58  1.25  -0.4259
C  1.43  0.48  -2.31  -0.8654
C  0.92  1.57  -2.98  0.1362
C  0.74  1.83  -4.34  -1.2135
C  1.19  1.12  -5.46  -0.9985
C  2.07  0.09  -5.46  -0.5671
C  1.88  -0.74  -3.03  0.3954
H  5.34  -2.65  -0.30  0.5278
H  7.12  -0.94  -0.61  0.3807
H  6.49  1.45  -0.68  0.4162
H  4.16  2.13  -0.56  0.4061
H  2.48  3.27  -1.90  0.4290
H  2.71  5.50  -0.92  0.4076
H  2.22  5.87  1.46  0.3632
H  1.50  3.97  2.88  0.4882
H  1.17  1.75  1.86  -0.3370
H  0.53  2.35  -2.34  0.2431
H  0.12  2.70  -4.55  0.2762
H  0.77  1.43  -6.42  0.3262
H  2.29  -0.46  -6.36  0.3742
H  2.57  -1.29  -2.37  -0.2139
O  -3.96  -3.55  -2.00  -0.8087
C  -2.90  -2.98  -1.81  0.1026
O  -2.55  -2.31  -0.79  -0.8904
C  -1.79  -3.01  -2.90  -1.1837
P  -0.66  -1.71  -2.23  1.8005
C  0.81  -1.75  -3.31  0.1213
C  2.80  -0.31  -4.23  0.8929
C  3.84  -1.33  -4.52  -1.2712
C  3.59  -2.65  -4.65  -0.6407
C  2.35  -3.32  -4.53  -0.8787
C  1.15  -2.93  -3.95  -0.7765
C  -1.68  -0.36  -2.96  1.3980
C  -2.71  0.19  -2.21  -0.6017
C  -3.61  1.08  -2.79  -0.7638
C  -3.46  1.45  -4.11  -0.9144
C  -2.44  0.90  -4.87  -0.7310
C  -1.58  -0.03  -4.31  -0.6284
H  -2.17  -2.78  -3.89  0.5313
H  -1.34  -4.01  -2.91  0.5607
H  3.30  0.59  -3.85  0.5335
H  4.85  -0.97  -4.66  0.4574
H  4.42  -3.28  -4.95  0.4041
H  2.35  -4.33  -4.94  0.3636
H  0.36  -3.67  -4.04  0.2472
H  -2.84  -0.10  -1.18  0.4731
H  -4.43  1.46  -2.20  0.4968
H  -4.15  2.16  -4.56  0.3914
H  -2.33  1.17  -5.91  0.4596
H  -0.82  -0.50  -4.92  0.6371

---

Record 3
Density functional theory data (the ωB97M-V functional and the def2-TZVPD basis) for C24H58IN5NbO12P2 as an isolated structure.

Values from the calculation:
Electronic energy   -3162.764084 Eh
Kohn-Sham gap   4.816 eV
Charge   -1
E_LUMO   1.1314 eV

Last column: Mulliken charge in e.
Geometry (Å):
C  1.02  -2.54  0.68  -0.6507
C  0.19  -3.00  1.88  -0.5507
C  -0.71  -1.86  2.34  1.3183
C  -1.95  -2.22  3.14  -0.5643
C  -2.91  -3.24  2.52  -1.1799
C  -3.88  -2.64  1.51  -0.5243
C  -3.19  -2.39  0.17  0.9994
C  -4.13  -2.00  -0.97  -1.3146
C  -4.56  -0.53  -0.82  -0.3903
C  -3.39  0.39  -1.25  -0.3905
Nb  -3.20  2.39  -0.18  -1.5099
I  -5.95  2.44  0.48  -0.3853
C  -1.04  2.57  -0.86  -1.5758
C  -0.20  1.28  -0.76  1.0635
C  1.30  1.55  -0.69  -0.8754
O  1.77  1.58  0.68  -0.1954
C  3.02  1.07  0.88  0.6695
C  4.04  2.08  1.32  -1.2473
O  3.30  -0.14  0.72  -0.4800
P  -2.44  1.54  2.10  1.3079
C  -3.71  1.55  3.44  -1.2598
C  -0.98  2.43  2.80  -0.9071
P  -3.11  4.83  0.66  0.2729
C  -3.92  5.03  2.31  -0.8741
C  -4.10  5.95  -0.43  -0.9975
H  0.41  -2.08  -0.08  0.3084
H  1.72  -1.78  1.02  0.1690
H  1.63  -3.34  0.28  0.0623
H  0.88  -3.27  2.67  0.3561
H  -0.36  -3.88  1.57  0.2532
H  -0.96  -1.24  1.48  -1.6353
H  -0.09  -1.23  2.98  0.6741
H  -1.67  -2.52  4.14  0.5145
H  -2.52  -1.30  3.24  -0.2315
H  -3.49  -3.68  3.33  0.4053
H  -2.40  -4.08  2.04  0.4205
H  -4.31  -1.73  1.91  0.1892
H  -4.69  -3.35  1.34  0.3788
H  -2.62  -3.28  -0.11  0.4616
H  -2.48  -1.58  0.30  -0.8463
H  -5.03  -2.62  -0.88  0.4698
H  -3.68  -2.17  -1.94  0.3148
H  -4.83  -0.40  0.22  0.1658
H  -5.40  -0.36  -1.48  0.4481
H  -2.47  -0.18  -1.12  0.0203
H  -3.49  0.59  -2.31  0.4739
H  -3.63  3.22  -1.75  -0.0163
H  -1.08  2.85  -1.91  0.5281
H  -0.56  3.40  -0.36  0.5839
H  -0.45  0.66  0.10  -0.9045
H  -0.36  0.71  -1.66  0.6445
H  1.51  2.52  -1.13  0.2495
H  1.83  0.76  -1.22  0.5460
H  4.55  1.68  2.19  0.3472
H  4.75  2.21  0.52  0.2991
H  3.59  3.03  1.56  0.3539
H  -4.45  2.33  3.34  0.2872
H  -3.20  1.70  4.39  0.4125
H  -4.17  0.57  3.50  0.3104
H  -0.22  2.44  2.03  -0.0414
H  -1.22  3.47  3.03  0.3029
H  -0.61  1.95  3.70  0.4135
H  -4.80  4.40  2.42  0.0138
H  -3.24  4.83  3.13  0.3074
H  -4.27  6.05  2.40  0.3621
H  -3.67  5.91  -1.43  0.2828
H  -5.13  5.61  -0.49  0.1921
H  -4.06  6.97  -0.05  0.3923
C  3.31  -4.60  -2.10  -0.5892
N  2.29  -5.62  -2.46  0.9546
O  1.30  -5.26  -3.05  -0.5384
O  2.53  -6.77  -2.14  -0.5770
H  2.98  -3.63  -2.45  0.2851
H  3.41  -4.61  -1.02  0.2586
H  4.24  -4.89  -2.58  0.2019
C  7.40  -4.30  -3.88  -0.8153
N  6.63  -3.09  -3.50  0.9900
O  5.43  -3.07  -3.70  -0.5534
O  7.25  -2.18  -3.01  -0.5178
H  6.71  -5.02  -4.31  0.3063
H  8.15  -3.99  -4.59  0.2878
H  7.86  -4.68  -2.97  0.3273
C  6.60  -1.39  0.39  -0.4341
N  7.34  -2.50  1.03  0.9770
O  7.66  -3.45  0.34  -0.5499
O  7.59  -2.39  2.21  -0.5712
H  6.46  -1.63  -0.66  0.0747
H  5.64  -1.29  0.90  0.2389
H  7.19  -0.49  0.51  0.2683
C  8.01  0.27  -5.50  -0.7145
N  9.29  -0.40  -5.13  0.8734
O  10.24  0.30  -4.87  -0.5366
O  9.28  -1.61  -5.11  -0.4997
H  8.16  1.34  -5.47  0.3117
H  7.74  -0.07  -6.50  0.2872
H  7.26  -0.05  -4.77  0.2520
C  -9.75  4.67  1.57  -0.7235
N  -8.51  5.45  1.86  0.8998
O  -8.11  5.47  3.00  -0.5346
O  -8.00  6.02  0.92  -0.4803
H  -10.09  4.23  2.50  0.2833
H  -10.48  5.36  1.17  0.2871
H  -9.48  3.92  0.84  0.2722

---

Number 1: maximum force 3.20 eV/A. Number 2: maximum force 1.30 eV/A. Number 3: maximum force 2.96 eV/A.